Record 1
Below is a molecular structure, C28H37ClFN5O2Pd, with properties calculated with ωB97M-V/def2-TZVPD.

Output
Energy relative to the best compared isomer or geometry (same formula, charge and spin) (kcal/mol): 2.2
Gap between HOMO and LUMO (Eh): 0.2985
LUMO (eV): 0.544
Total charge: 0

```
75
C28H37ClFN5O2Pd (ωB97M-V/def2-TZVPD)
Pd 0.3817 -2.0578 2.1933
N -2.5460 -5.7285 1.5679
C -1.4644 -4.9648 1.9215
O -0.4018 -5.0926 1.3459
C -1.7240 -4.0059 3.0720
C -0.5028 -3.2526 3.5711
H -2.4778 -6.2734 0.7258
H -3.4583 -5.5197 1.9308
H -2.1901 -4.5894 3.8767
H -2.4924 -3.3009 2.7348
H 0.2645 -3.9620 3.8949
H -0.7982 -2.6674 4.4440
F -4.5936 1.5468 2.2145
C -3.5191 0.7169 2.2577
C -3.4352 -0.3195 1.3524
C -2.3175 -1.1499 1.3989
C -1.2779 -0.9652 2.3179
C -1.4383 0.0820 3.2310
C -2.5419 0.9318 3.2073
H -4.2251 -0.4673 0.6261
H -2.2596 -1.9639 0.6831
H -0.6836 0.2475 3.9943
H -2.6525 1.7418 3.9175
C 2.8177 4.2967 -2.7325
C 1.4354 4.5567 -2.1120
C 1.5790 5.6397 -1.0361
C 0.5369 5.0943 -3.2325
C 0.8430 3.2117 -1.5369
O 0.9050 2.2386 -2.5679
C -0.5999 3.4002 -1.0537
C -1.3654 2.1644 -0.5592
C -1.6045 1.1187 -1.6227
C -1.0069 -0.1367 -1.5492
C -1.2111 -1.0891 -2.5368
C -2.0221 -0.7800 -3.6155
Cl -2.2824 -1.9649 -4.8610
C -2.6300 0.4604 -3.7181
C -2.4150 1.4005 -2.7207
C 1.7481 2.7281 -0.3768
N 1.6938 1.3005 -0.1168
C 1.0929 0.6697 0.8932
N 1.3341 -0.6221 0.8201
C 2.1154 -0.7331 -0.2871
N 2.3648 0.4107 -0.8822
H 3.1199 5.1712 -3.3112
H 2.7923 3.4354 -3.3981
H 3.5954 4.1339 -1.9853
H 2.0299 6.5289 -1.4812
H 2.2303 5.3288 -0.2167
H 0.6171 5.9398 -0.6178
H 1.0411 5.9248 -3.7297
H -0.4149 5.4760 -2.8633
H 0.3431 4.3246 -3.9813
H 0.0207 1.9132 -2.7689
H -1.1748 3.8309 -1.8746
H -0.6014 4.1442 -0.2546
H -2.3319 2.5180 -0.1892
H -0.8832 1.6963 0.2976
H -0.3747 -0.3802 -0.7025
H -0.7450 -2.0627 -2.4702
H -3.2652 0.6825 -4.5644
H -2.8993 2.3682 -2.7966
H 1.4644 3.2292 0.5486
H 2.7884 2.9599 -0.5814
H 0.5047 1.1572 1.6529
H 2.5036 -1.6713 -0.6457
C 4.3445 -5.9804 2.1605
C 3.3955 -5.4727 1.0722
C 2.5898 -4.3424 1.5253
N 1.9429 -3.4645 1.8671
H 4.9179 -6.8252 1.7832
H 3.7868 -6.3054 3.0370
H 5.0396 -5.2001 2.4662
H 2.7000 -6.2532 0.7606
H 3.9472 -5.1557 0.1864
```

---

Record 2
Below is a molecular structure, C18H53FeN4O7 at a distorted geometry, with properties calculated with ωB97M-V/def2-TZVPD.

Output
Gap between HOMO and LUMO (spin up / spin down) (Eh): 0.2195 / 0.0989
Spin multiplicity: 6
LUMO (spin up / spin down) (eV): -6.461 / -9.742
Total charge: +2
Expectation value of S²: 8.77

```
83
C18H53FeN4O7 (ωB97M-V/def2-TZVPD)
Fe -0.8482 4.0795 -0.1329
C 0.3215 0.9638 2.0210
C 0.6245 1.4770 0.6425
O -0.4037 2.2835 0.0996
H 0.2544 1.7872 2.7530
H 1.2696 0.5376 2.3821
H -0.5420 0.3317 2.1902
H 0.8281 0.6408 -0.0499
H 1.5792 2.0188 0.7006
O -1.9734 2.9955 4.8950
H -2.8268 3.1918 4.4853
H -1.3155 3.2797 4.2491
O -1.8377 3.7805 -1.9377
H -1.6126 2.9614 -2.4277
H -2.0647 4.4471 -2.6153
C -2.3809 -4.2401 -2.4925
C -2.6209 -2.9825 -1.6546
C -1.2143 -2.3929 -1.0874
O -0.9091 -3.1194 0.0221
C -1.4755 -2.6357 1.2150
N -3.2961 -2.0333 -2.4261
H -3.3335 -4.7483 -2.6329
H -1.7960 -4.9508 -1.8995
H -1.8324 -4.0382 -3.4058
H -3.3010 -3.1453 -0.8067
H -1.2917 -1.3253 -0.8371
H -0.3899 -2.6182 -1.7581
H -0.8939 -1.7661 1.5231
H -1.4569 -3.3814 2.0005
H -2.5397 -2.4182 1.0466
H -3.0322 -1.8876 -3.4044
H -3.5051 -1.1256 -2.0013
C -4.8593 2.9436 -0.0615
C -4.2046 3.9485 0.8908
C -4.8177 3.9091 2.2634
O -3.9441 4.6294 3.1034
C -4.4752 4.8884 4.3988
N -2.6920 3.7015 0.9809
H -4.6485 3.0873 -1.1110
H -5.9516 2.9946 0.0486
H -4.6337 1.9350 0.3161
H -4.3309 4.9500 0.4665
H -4.9561 2.8718 2.6149
H -5.7977 4.4021 2.2668
H -5.3685 5.5164 4.2833
H -3.7473 5.5451 4.8616
H -4.7210 3.9972 4.9716
H -2.5099 2.7322 1.3015
H -2.4735 4.1802 1.8954
C 4.6252 -1.7905 0.4977
C 4.8501 -2.6435 1.6928
C 3.5938 -3.3298 2.2297
O 3.1123 -4.3300 1.3472
C 3.2733 -5.6026 1.8074
N 5.9558 -3.5755 1.3618
H 3.8307 -1.0338 0.6780
H 4.2115 -2.3996 -0.3172
H 5.4348 -1.1799 0.1089
H 5.2574 -2.0409 2.5175
H 2.8033 -2.5718 2.3251
H 3.8576 -3.7316 3.2127
H 2.8950 -5.7056 2.8396
H 4.3262 -5.8916 1.8435
H 2.6808 -6.2863 1.2096
H 6.3505 -4.0420 2.1834
H 5.6000 -4.3762 0.8262
C 3.0292 2.1604 -4.2656
C 1.9351 1.2371 -3.8089
C 2.5468 0.0935 -3.0642
O 3.2083 -0.7476 -3.9798
C 3.6630 -1.9524 -3.4038
N 1.0300 2.0017 -2.8873
H 3.7267 1.6297 -4.9097
H 3.5597 2.5725 -3.4053
H 2.6043 2.9920 -4.8331
H 1.3491 0.8592 -4.6474
H 1.7490 -0.4490 -2.5237
H 3.2631 0.4843 -2.3217
H 2.9119 -2.5035 -2.8190
H 4.5405 -1.7664 -2.7730
H 3.9406 -2.6878 -4.1620
H 0.7419 1.5351 -2.0401
H 1.4901 2.8727 -2.6659
```

---

Record 3
Below is a gas-phase ion, C7H15N2O (charge +1) at a distorted geometry, with properties calculated with ωB97M-V/def2-TZVPD.

Output
Energy relative to the best compared isomer or geometry (same formula, charge and spin) (kcal/mol): 97.8
Gap between HOMO and LUMO (Eh): 0.3144
LUMO (eV): -4.329
Total charge: +1
SMILES string: CCN(C)CC[N+](C)=C=O

```
25
C7H15N2O (ωB97M-V/def2-TZVPD)
C 1.7591 1.6958 -0.0324
C 0.0950 0.8031 1.5184
C -0.5718 0.1447 0.2797
C -1.6504 -1.1286 -2.1937
C 1.9513 2.3110 2.2462
C 0.6329 -1.9264 -0.1014
C -0.1233 -0.6603 -1.9493
N 1.4051 1.3898 1.1665
N 0.3982 -0.5861 -0.6240
O 2.0461 2.1933 -1.0535
H -0.4652 1.5540 2.0042
H 0.4477 0.0606 2.2197
H -1.2735 -0.5803 0.8229
H -1.0618 1.0486 -0.2301
H -1.8758 -2.0088 -2.6567
H -1.9992 -1.2170 -1.2140
H -2.3175 -0.3809 -2.6608
H 3.0924 2.1610 2.2548
H 1.8029 3.3795 2.0270
H 1.6160 2.0426 3.1963
H -0.3099 -2.3651 -0.2692
H 1.3192 -2.4851 -0.6475
H 0.9263 -1.9758 0.9450
H -0.1370 0.2970 -2.3991
H 0.6424 -1.3373 -2.5252
```

---

Record 4
Below is a molecular structure, C11H4ClCoFN4O3S at a distorted geometry, with properties calculated with ωB97M-V/def2-TZVPD.

Output
Gap between HOMO and LUMO (spin up / spin down) (Eh): 0.2515 / 0.2499
Spin multiplicity: 2
LUMO (spin up / spin down) (eV): 4.349 / 4.349
Total charge: -2
Expectation value of S²: 0.79

```
26
C11H4ClCoFN4O3S (ωB97M-V/def2-TZVPD)
Co -0.5439 -0.7797 2.3371
O -0.3606 1.1780 2.2061
N -1.5679 0.8551 2.4870
C -2.4987 1.5635 1.9586
C -2.2093 2.7814 1.2182
N -1.9920 3.7571 0.6613
C -3.8830 1.2289 2.2471
N -4.9935 1.0404 2.4548
F -1.3929 -1.9598 3.5121
S 3.2707 -3.5929 2.0720
C 2.0216 -2.4945 2.1844
N 1.1746 -1.7104 2.2722
Cl 3.7405 1.5913 -3.3375
C 2.3759 0.7484 -2.5943
C 2.1425 0.8949 -1.2404
C 1.0609 0.2318 -0.6654
C 0.2247 -0.5702 -1.4303
C 0.4871 -0.6979 -2.7913
C 1.5589 -0.0429 -3.3856
C -0.9879 -1.3011 -0.8425
O -1.6819 -1.9300 -1.6580
O -1.1885 -1.1899 0.4023
H 2.7945 1.5158 -0.6398
H 0.8659 0.3476 0.3886
H -0.1788 -1.3247 -3.3711
H 1.7609 -0.1401 -4.4456
```